Entry 1:
Molecular formula: C24H32F12N4O8
Method: DFT, ωB97M-V/def2-TZVPD

Cartesian coordinates (Å):
C (-4.627, 7.381, 1.575)
C (-5.227, 5.924, 1.362)
O (-4.101, 5.085, 1.293)
C (-4.298, 3.794, 1.061)
O (-5.370, 3.183, 1.003)
C (-2.991, 3.042, 0.841)
F (-2.881, 2.692, -0.388)
F (-1.948, 3.838, 1.036)
F (-3.001, 2.009, 1.668)
H (-5.360, 8.185, 1.503)
H (-3.922, 7.727, 0.819)
H (-4.107, 7.482, 2.527)
H (-5.805, 5.887, 0.439)
H (-5.900, 5.716, 2.194)
C (3.580, -4.973, 0.094)
C (2.390, -3.978, -0.028)
O (1.213, -4.558, -0.603)
C (1.112, -4.615, -1.981)
O (1.900, -4.157, -2.813)
C (-0.220, -5.170, -2.464)
F (-0.823, -4.268, -3.193)
F (0.055, -6.189, -3.268)
F (-0.923, -5.662, -1.404)
H (4.306, -4.616, 0.825)
H (4.090, -5.035, -0.867)
H (3.085, -5.920, 0.308)
H (2.666, -3.025, -0.481)
H (2.151, -3.546, 0.944)
C (2.576, -0.436, -4.193)
C (1.086, -0.642, -4.237)
O (0.433, 0.337, -5.093)
C (-0.456, 1.326, -4.606)
O (-0.761, 1.353, -3.400)
C (-0.953, 2.368, -5.601)
F (-0.626, 2.075, -6.854)
F (-2.223, 2.511, -5.539)
F (-0.508, 3.520, -5.244)
H (2.863, 0.559, -3.852)
H (3.031, -0.512, -5.181)
H (3.013, -1.209, -3.562)
H (0.594, -0.560, -3.268)
H (0.870, -1.670, -4.529)
C (-1.195, -2.832, 1.070)
C (-2.474, -2.850, 1.930)
O (-2.123, -3.226, 3.247)
C (-1.534, -2.337, 4.135)
O (-1.511, -1.128, 3.972)
C (-0.988, -2.941, 5.419)
F (0.273, -2.645, 5.624)
F (-1.781, -2.606, 6.471)
F (-1.052, -4.337, 5.421)
H (-0.769, -1.860, 1.319)
H (-1.528, -2.792, 0.033)
H (-0.530, -3.662, 1.308)
H (-3.151, -3.612, 1.543)
H (-2.983, -1.889, 1.856)
C (0.835, 1.376, 3.533)
C (1.384, 0.035, 3.267)
N (1.773, -1.050, 3.086)
H (-0.089, 1.519, 2.973)
H (1.506, 2.209, 3.323)
H (0.636, 1.322, 4.604)
C (2.862, 2.914, -1.697)
C (2.262, 2.792, -0.401)
N (1.744, 2.718, 0.625)
H (2.160, 2.733, -2.511)
H (3.507, 2.039, -1.769)
H (3.338, 3.881, -1.863)
C (-0.525, 0.385, -0.050)
C (0.690, -0.125, -0.677)
N (1.668, -0.555, -1.084)
H (-0.442, 1.471, -0.101)
H (-0.441, 0.016, 0.972)
H (-1.493, 0.091, -0.454)
C (4.113, 0.334, 1.552)
C (4.731, -0.806, 0.843)
N (5.245, -1.712, 0.409)
H (4.282, 0.184, 2.618)
H (3.041, 0.427, 1.377)
H (4.580, 1.267, 1.236)

Results
**Energy above the lowest of the compared OMol25 structures with the same formula, charge and spin**: 0.000 eV
**LUMO**: 0.38 eV
**Structure (SMILES)**: CCOC(=O)C(F)(F)F.CCOC(=O)C(F)(F)F.CCOC(=O)C(F)(F)F.CCOC(=O)C(F)(F)F.CC#N.CC#N.CC#N.CC#N

***

Entry 2:
Molecular formula: C24H32F3IN2O8S2
Method: DFT, ωB97M-V/def2-TZVPD

Cartesian coordinates (Å):
C (3.720, -1.925, 3.331)
C (4.123, -1.963, 2.066)
C (3.296, -1.229, 1.047)
O (2.470, -1.862, 0.413)
O (3.534, 0.091, 0.873)
C (2.356, 0.923, 0.936)
C (2.165, 1.700, -0.361)
C (2.029, 0.809, -1.620)
C (0.578, 0.802, -2.123)
C (-0.357, -0.007, -1.185)
C (-1.629, 0.791, -0.893)
C (-2.754, -0.043, -0.252)
I (-2.292, -0.055, 1.855)
O (-2.646, -1.444, -0.593)
S (-3.353, -1.720, -2.011)
O (-2.441, -1.773, -3.098)
O (-4.125, -2.908, -1.892)
O (-4.205, -0.362, -2.014)
C (-4.199, 0.251, -0.706)
C (-5.359, -0.127, 0.245)
C (-6.235, -1.316, -0.215)
C (-6.282, -2.417, 0.835)
F (-5.981, -2.145, 2.131)
C (-6.641, -3.687, 0.467)
F (-5.858, -4.741, 0.391)
F (-7.880, -3.938, 0.063)
C (-4.495, 1.735, -1.125)
S (-4.138, 2.984, 0.109)
O (-2.845, 3.540, -0.152)
O (-4.407, 2.515, 1.433)
H (3.076, -1.122, 3.663)
H (4.063, -2.675, 4.027)
H (4.996, -2.526, 1.770)
H (2.524, 1.652, 1.731)
H (1.483, 0.334, 1.205)
H (1.253, 2.287, -0.243)
H (3.018, 2.362, -0.492)
H (2.646, 1.258, -2.402)
H (2.427, -0.193, -1.478)
H (0.558, 0.378, -3.127)
H (0.179, 1.816, -2.187)
H (0.170, -0.257, -0.268)
H (-0.566, -0.936, -1.705)
H (-1.938, 1.277, -1.821)
H (-1.345, 1.589, -0.215)
H (-6.016, 0.728, 0.341)
H (-5.024, -0.332, 1.257)
H (-5.930, -1.785, -1.139)
H (-7.262, -0.953, -0.338)
H (-5.502, 1.805, -1.526)
H (-3.816, 1.940, -1.952)
H (-5.041, 3.966, -0.174)
C (1.105, 3.598, -6.594)
C (2.342, 3.108, -6.092)
C (2.174, 1.774, -5.835)
N (0.889, 1.440, -6.156)
C (0.231, 2.545, -6.623)
H (0.885, 4.608, -6.898)
H (3.247, 3.670, -5.938)
H (2.855, 1.034, -5.451)
H (0.489, 0.525, -6.063)
H (-0.799, 2.487, -6.933)
C (6.861, -1.175, 7.970)
C (7.393, -0.904, 6.679)
C (6.890, -1.847, 5.824)
N (6.080, -2.679, 6.548)
C (6.054, -2.274, 7.855)
H (7.051, -0.626, 8.876)
H (8.066, -0.107, 6.411)
H (7.038, -1.998, 4.769)
H (5.581, -3.466, 6.178)
H (5.467, -2.801, 8.587)

Results
**LUMO**: -0.19 eV
**Structure (SMILES)**: C=CC(=O)OCCCCCC[C@]1(I)OS(=O)(=O)O[C@]1(CCC(F)=C(F)F)C[SH](=O)=O.c1cc[nH]c1.c1cc[nH]c1

***

Entry 3:
Molecular formula: C24H32FeN2O3PSbSe4
Method: DFT, ωB97M-V/def2-TZVPD

Cartesian coordinates (Å):
Fe (0.572, 0.279, 0.154)
Se (-6.072, 0.446, -2.505)
Sb (-5.394, -1.546, -1.327)
Se (-1.020, -1.656, 0.026)
Se (1.218, -1.939, -0.788)
Se (-6.779, -3.366, -2.064)
C (-2.678, 4.071, -4.095)
C (-1.917, 3.191, -3.144)
C (-0.589, 3.444, -2.819)
C (0.073, 2.599, -1.947)
N (-0.502, 1.530, -1.396)
C (-1.776, 1.280, -1.712)
C (-2.514, 2.078, -2.568)
H (-2.249, 5.073, -4.136)
H (-3.725, 4.143, -3.801)
H (-2.651, 3.650, -5.102)
H (-0.069, 4.305, -3.224)
H (1.099, 2.791, -1.653)
H (-2.204, 0.395, -1.255)
H (-3.548, 1.809, -2.757)
C (5.537, 2.761, -0.401)
C (4.993, 3.424, 0.695)
C (3.685, 3.201, 1.090)
C (2.847, 2.315, 0.384)
C (3.425, 1.630, -0.702)
C (4.738, 1.850, -1.082)
N (1.545, 2.038, 0.739)
C (0.724, 3.016, 1.270)
C (-0.431, 2.617, 1.967)
C (-1.352, 3.538, 2.430)
C (-1.159, 4.902, 2.236)
C (-0.025, 5.315, 1.550)
C (0.899, 4.400, 1.073)
H (6.562, 2.936, -0.703)
H (5.604, 4.115, 1.266)
H (3.294, 3.707, 1.964)
H (2.820, 0.908, -1.245)
H (5.138, 1.300, -1.926)
H (-0.592, 1.557, 2.145)
H (-2.235, 3.184, 2.950)
H (-1.883, 5.621, 2.598)
H (0.139, 6.372, 1.367)
H (1.756, 4.751, 0.514)
C (1.196, -4.322, 3.497)
C (0.756, -3.020, 2.871)
O (1.806, -2.066, 3.093)
P (1.694, -0.563, 2.452)
O (1.213, 0.292, 3.747)
C (1.834, 0.106, 5.021)
C (0.831, -0.500, 5.982)
O (3.286, -0.227, 2.561)
C (4.173, -0.891, 1.653)
C (5.530, -0.235, 1.769)
H (0.431, -5.084, 3.336)
H (1.363, -4.213, 4.571)
H (2.125, -4.662, 3.037)
H (-0.170, -2.656, 3.326)
H (0.582, -3.127, 1.801)
H (2.167, 1.088, 5.366)
H (2.713, -0.533, 4.924)
H (-0.058, 0.129, 6.045)
H (1.263, -0.601, 6.981)
H (0.529, -1.487, 5.630)
H (3.784, -0.812, 0.635)
H (4.217, -1.952, 1.914)
H (5.457, 0.825, 1.528)
H (6.231, -0.700, 1.072)
H (5.922, -0.342, 2.783)

Results
**Energy above the lowest of the compared OMol25 structures with the same formula, charge and spin**: 0.136 eV
**LUMO (alpha / beta)**: 4.20 / 4.19 eV
**⟨S²⟩**: 6.019
**Spin multiplicity**: 5
**Net charge**: -2

***

Entry 4:
Molecular formula: C24H32IrN3O
Method: DFT, ωB97M-V/def2-TZVPD

Cartesian coordinates (Å):
Ir (2.422, -1.066, 1.298)
C (-1.141, 5.059, 0.405)
C (0.303, 4.948, 0.944)
C (0.318, 5.593, 2.347)
C (1.207, 5.768, -0.001)
C (0.825, 3.505, 1.034)
C (2.119, 3.250, 1.505)
C (2.571, 1.945, 1.579)
N (1.836, 0.877, 1.221)
C (0.578, 1.089, 0.761)
C (0.057, 2.387, 0.660)
C (-0.159, -0.145, 0.390)
C (-1.469, -0.171, -0.109)
C (-2.094, -1.387, -0.436)
C (-1.345, -2.554, -0.239)
C (-0.056, -2.458, 0.256)
N (0.541, -1.294, 0.569)
C (-3.528, -1.471, -0.985)
C (-4.401, -2.314, -0.030)
C (-3.511, -2.139, -2.378)
C (-4.219, -0.098, -1.145)
H (-1.467, 6.105, 0.360)
H (-1.854, 4.528, 1.048)
H (-1.226, 4.652, -0.609)
H (-0.081, 6.614, 2.317)
H (1.329, 5.657, 2.763)
H (-0.292, 5.017, 3.053)
H (0.838, 6.795, -0.110)
H (1.243, 5.319, -1.001)
H (2.237, 5.836, 0.366)
H (2.782, 4.051, 1.816)
H (3.570, 1.716, 1.940)
H (-0.949, 2.526, 0.289)
H (-2.002, 0.761, -0.241)
H (-1.746, -3.536, -0.464)
H (0.550, -3.344, 0.420)
H (-4.043, -3.346, 0.057)
H (-5.438, -2.362, -0.381)
H (-4.410, -1.883, 0.979)
H (-3.136, -3.167, -2.340)
H (-2.875, -1.581, -3.075)
H (-4.519, -2.181, -2.808)
H (-4.302, 0.426, -0.185)
H (-5.236, -0.212, -1.539)
H (-3.674, 0.549, -1.842)
O (4.051, -0.723, 0.205)
H (4.803, -1.343, 0.026)
H (4.292, 0.105, -0.282)
N (2.851, -3.062, 1.312)
C (2.580, -3.854, 0.157)
C (2.024, -3.260, -0.976)
C (1.760, -4.036, -2.106)
C (2.052, -5.401, -2.100)
C (2.608, -5.992, -0.964)
C (2.873, -5.217, 0.167)
H (1.796, -2.198, -0.984)
H (1.327, -3.577, -2.991)
H (1.846, -6.004, -2.980)
H (2.835, -7.055, -0.960)
H (3.306, -5.681, 1.049)
H (2.842, -0.964, 2.968)

Results
**LUMO (alpha / beta)**: -2.98 / -5.38 eV
**⟨S²⟩**: 8.812
**Spin multiplicity**: 6
**Net charge**: +1

***

Entry 5:
Molecular formula: C24H32N4O2PtSSe
Method: DFT, ωB97M-V/def2-TZVPD

Cartesian coordinates (Å):
Pt (-0.233, 0.598, -0.214)
C (0.745, 1.525, 2.345)
C (1.281, 0.353, 1.769)
C (0.199, -0.607, 1.594)
C (-1.001, 0.031, 2.043)
C (-0.653, 1.326, 2.539)
C (-1.590, 2.280, 3.184)
C (-2.337, -0.611, 2.207)
C (0.360, -2.078, 1.377)
C (2.736, 0.071, 1.611)
C (1.498, 2.745, 2.748)
H (-1.128, 3.251, 3.340)
H (-1.910, 1.894, 4.156)
H (-2.494, 2.407, 2.584)
H (-2.381, -1.568, 1.690)
H (-3.132, 0.038, 1.836)
H (-2.533, -0.791, 3.268)
H (-0.369, -2.469, 0.670)
H (0.207, -2.601, 2.325)
H (1.355, -2.318, 1.010)
H (2.905, -0.784, 0.961)
H (3.170, -0.156, 2.589)
H (3.266, 0.938, 1.215)
H (1.218, 3.599, 2.126)
H (2.573, 2.599, 2.666)
H (1.272, 3.012, 3.781)
Se (-1.700, 2.573, -0.326)
C (-1.863, 3.082, -2.137)
C (-1.453, 2.258, -3.181)
C (-1.636, 2.713, -4.478)
N (-2.194, 3.885, -4.758)
C (-2.594, 4.664, -3.763)
C (-2.446, 4.312, -2.427)
H (-1.010, 1.292, -2.986)
H (-1.323, 2.116, -5.327)
H (-3.050, 5.607, -4.040)
H (-2.770, 4.983, -1.641)
O (1.304, 1.792, -1.580)
C (1.991, 0.789, -1.849)
O (1.760, -0.383, -1.437)
C (3.226, 0.969, -2.755)
N (3.918, -0.367, -2.844)
C (5.289, -0.215, -2.257)
C (5.610, 1.253, -2.501)
C (4.275, 1.941, -2.195)
H (2.893, 1.279, -3.744)
H (3.974, -0.710, -3.800)
H (3.285, -0.991, -2.301)
H (5.982, -0.913, -2.719)
H (5.231, -0.421, -1.189)
H (5.902, 1.416, -3.540)
H (6.419, 1.600, -1.862)
H (4.187, 2.923, -2.651)
H (4.144, 2.060, -1.119)
S (-1.617, -1.206, -1.464)
C (-3.241, -0.762, -1.556)
N (-4.116, -1.685, -2.069)
C (-5.423, -1.421, -2.263)
C (-5.920, -0.199, -1.925)
C (-5.007, 0.702, -1.359)
N (-3.731, 0.429, -1.175)
H (-3.735, -2.585, -2.331)
H (-6.033, -2.214, -2.674)
H (-6.956, 0.054, -2.081)
H (-5.329, 1.688, -1.036)

Results
**Energy above the lowest of the compared OMol25 structures with the same formula, charge and spin**: 0.000 eV
**LUMO (alpha / beta)**: -5.62 / -7.45 eV
**⟨S²⟩**: 6.026
**Spin multiplicity**: 5
**Net charge**: +2

***

Entry 6:
Molecular formula: C24H32N4O2S
Method: DFT, ωB97M-V/def2-TZVPD

Cartesian coordinates (Å):
C (3.158, 2.956, -0.167)
N (3.271, 1.609, -0.684)
C (2.069, 0.881, -0.802)
O (1.052, 1.286, -0.267)
C (2.108, -0.380, -1.538)
C (0.989, -1.072, -1.884)
C (-0.378, -0.579, -1.775)
C (-0.740, 0.676, -2.284)
C (-2.000, 1.196, -2.110)
C (-2.980, 0.430, -1.437)
C (-2.630, -0.838, -0.918)
C (-1.358, -1.327, -1.111)
C (-3.629, -1.673, -0.167)
C (-4.825, -0.862, 0.353)
C (-5.354, 0.070, -0.733)
N (-4.283, 0.909, -1.310)
C (-4.698, 2.174, -1.946)
C (-3.559, 3.189, -1.988)
C (-2.312, 2.571, -2.637)
C (3.410, -0.970, -1.802)
O (3.503, -2.079, -2.298)
N (4.558, -0.221, -1.476)
C (5.829, -0.871, -1.710)
C (4.503, 1.057, -0.962)
S (5.885, 1.908, -0.664)
H (2.110, 3.246, -0.107)
H (3.600, 3.002, 0.824)
H (3.678, 3.639, -0.833)
H (1.137, -2.076, -2.250)
H (0.004, 1.256, -2.801)
H (-1.091, -2.286, -0.703)
H (-3.120, -2.178, 0.664)
H (-3.983, -2.471, -0.830)
H (-4.523, -0.272, 1.226)
H (-5.621, -1.528, 0.711)
H (-6.150, 0.716, -0.354)
H (-5.789, -0.511, -1.550)
H (-5.032, 1.937, -2.959)
H (-5.568, 2.572, -1.418)
H (-3.870, 4.099, -2.518)
H (-3.319, 3.512, -0.968)
H (-1.441, 3.222, -2.486)
H (-2.450, 2.507, -3.723)
H (5.658, -1.867, -2.115)
H (6.413, -0.290, -2.421)
H (6.373, -0.955, -0.771)
C (1.414, -2.130, 4.617)
C (2.575, -2.063, 3.607)
C (2.410, -0.870, 2.659)
N (1.085, -0.898, 2.023)
C (-0.056, -0.909, 2.950)
C (0.047, -2.105, 3.906)
H (1.505, -3.029, 5.245)
H (1.483, -1.282, 5.310)
H (3.542, -2.007, 4.128)
H (2.606, -2.990, 3.020)
H (2.526, 0.070, 3.212)
H (3.187, -0.868, 1.883)
H (0.996, -0.201, 1.261)
H (-0.076, 0.029, 3.517)
H (-0.991, -0.940, 2.375)
H (-0.088, -3.036, 3.340)
H (-0.771, -2.084, 4.641)

Results
**Energy above the lowest of the compared OMol25 structures with the same formula, charge and spin**: 0.000 eV
**LUMO**: -0.79 eV
**Structure (SMILES)**: CN1C(=O)C(=Cc2cc3c4c(c2)CCCN4CCC3)C(=O)N(C)C1=S.C1CCNCC1

***

no.,maximum force (eV Å⁻¹)
1,6.21
2,2.46
3,0.18
4,5.67
5,0.59
6,1.47